Record 1
# C9H16ClN

An isolated molecule of C9H16ClN (wB97M-V/def2-TZVPD, OMol25).

Properties
Energy relative to the best compared isomer or geometry (same formula, charge and spin)   151.07 kJ/mol
HOMO   -8.96 eV
M   173.7 u
SMILES   C=C(C)C(=C)CCN(C)CCl
HOMO-LUMO gap   9.680 eV

Structure (ORCA input):
```
! wB97M-V def2-TZVPD RIJCOSX def2/J DEFGRID3
* xyz 0 1
Cl 4.22892 0.72090 0.38092
N 1.47167 -0.12646 0.08897
C -2.08377 -0.91493 0.92950
C -1.75705 0.23254 0.31730
C -1.61370 1.53588 1.05585
C 2.16812 0.89365 0.57779
C 1.15793 -0.16420 -1.31996
C -1.42561 0.41456 -1.12854
C -1.89367 1.42630 -1.83934
C 1.67112 -1.44771 0.78538
C -0.32606 -0.55004 -1.62391
H -2.54675 -0.93084 1.89884
H -2.21976 -1.84248 0.38190
H 2.67259 -1.46947 1.38884
H 1.71079 -2.12520 0.02528
H -2.27758 1.63556 1.92558
H 0.70563 -1.54726 1.39495
H 1.75046 -0.97389 -1.88255
H 2.17110 0.99741 1.69393
H -1.49602 1.52099 -2.88318
H -0.69914 -1.40762 -1.09612
H 2.07032 1.90076 0.11722
H -0.38815 -0.77596 -2.63532
H 1.36123 0.82850 -1.75355
H -2.44080 2.20672 -1.38832
H -0.56608 1.49342 1.41392
H -1.87946 2.43338 0.39945
*
```

Record 2
# C5H12N

A 2-piece molecular cluster, C5H12N overall (wB97M-V/def2-TZVPD, OMol25).

Properties
Energy relative to the best compared isomer or geometry (same formula, charge and spin)   118.42 kJ/mol
HOMO (alpha / beta)   -10.86 / -13.53 eV
M   86.2 u
HOMO-LUMO gap (alpha / beta)   7.625 / 5.245 eV

Structure (ORCA input):
```
! wB97M-V def2-TZVPD RIJCOSX def2/J DEFGRID3
* xyz 1 3
N -0.05863 -0.08260 -1.02302
C -1.48645 0.06525 -1.19696
C 0.66070 2.19984 1.14326
C 0.47472 -1.40213 -1.26004
C 0.45132 0.97114 1.37849
C 0.28008 -0.29791 1.97110
H 1.53468 -1.41802 -1.00442
H 0.59680 2.68605 0.18196
H 0.67207 -0.25949 2.99792
H 0.85912 -1.06407 1.44850
H -1.78313 1.07410 -0.91285
H -0.77029 -0.58378 2.02305
H 0.44974 0.61489 -1.55927
H 0.37539 -1.69926 -2.31163
H -0.06602 -2.12971 -0.65404
H -1.80484 -0.10966 -2.23025
H 0.94738 2.88115 1.94071
H -2.00483 -0.65084 -0.55972
*
```

Record 3
# CH2N2O2

A 2-piece molecular cluster, CH2N2O2 overall (wB97M-V/def2-TZVPD, OMol25).

Properties
Energy relative to the best compared isomer or geometry (same formula, charge and spin)   508.20 kJ/mol
HOMO   -10.28 eV
M   74.0 u
HOMO-LUMO gap   10.067 eV

Structure (ORCA input):
```
! wB97M-V def2-TZVPD RIJCOSX def2/J DEFGRID3
* xyz 0 1
O 2.13219 0.56816 -0.31252
O -2.19120 0.34458 -0.16109
N -1.05114 0.50163 0.49836
N -0.07358 0.10532 -0.12703
C 1.30429 -0.12746 0.20192
H -2.08144 -0.17776 -0.99151
H 1.96089 -1.21447 0.89187
*
```

Record 4
# C3H4N2

An isolated molecule of C3H4N2 (wB97M-V/def2-TZVPD, OMol25).

Properties
Energy relative to the best compared isomer or geometry (same formula, charge and spin)   319.86 kJ/mol
HOMO   -8.51 eV
M   68.1 u
SMILES   C#C/C=N/N
HOMO-LUMO gap   9.405 eV

Structure (ORCA input):
```
! wB97M-V def2-TZVPD RIJCOSX def2/J DEFGRID3
* xyz 0 1
N 0.77604 -0.56068 -0.17331
N 2.03783 -0.16986 -0.09641
C -0.10691 0.39622 -0.10772
C -1.49217 0.06142 -0.18431
C -2.65126 -0.27221 -0.02532
H 2.13403 0.75408 0.36058
H -3.60707 -0.76766 0.17353
H 0.25714 1.46042 -0.12506
H 2.65236 -0.90174 0.17801
*
```

Record 5
# C42H59AuN5OP3S

C42H59AuN5OP3S as an isolated structure (wB97M-V/def2-TZVPD, OMol25).

Properties
Energy relative to the best compared isomer or geometry (same formula, charge and spin)   73.28 kJ/mol
HOMO   -7.12 eV
M   971.9 u
HOMO-LUMO gap   7.619 eV

Structure (ORCA input):
```
! wB97M-V def2-TZVPD RIJCOSX def2/J DEFGRID3
* xyz 0 1
Au -0.84620 0.02800 -0.39830
S 2.89000 0.21640 -0.05370
P 0.51760 -0.84820 2.30820
P -0.42410 -2.13610 -0.02970
P -1.62900 3.06930 0.01830
O 1.72950 -0.69620 0.07670
N -0.96580 1.96980 -0.81070
N -1.07830 3.19400 1.63710
N -1.31870 4.64730 -0.54280
N -0.01580 -2.31870 1.58730
N -3.33170 3.10110 0.08380
C 2.23640 -1.23010 2.79450
C -2.87070 -3.14390 0.65380
C 0.81550 -3.02760 -1.02610
C 1.12760 -2.51290 -2.27790
C 2.99880 -2.18590 2.13400
C -0.30380 -1.11820 3.93750
C -3.09420 -4.93730 -1.43700
C -0.06840 -3.57610 2.31570
C 2.37970 1.43350 -1.31520
C 0.49980 4.45660 -2.18990
C 4.95440 -1.46250 3.31390
C -1.94670 -4.17340 -1.31280
C -2.10160 5.40200 -1.49270
C 0.29240 -1.54140 5.11880
C 4.35080 -2.30420 2.39420
C -4.26630 1.25840 1.39130
C -1.67680 3.98710 2.67900
C 4.06570 -0.71030 -1.12510
C 1.15330 3.44680 2.65570
C -0.47770 -1.73910 6.25240
C -1.67640 -0.89140 3.91650
C 0.53610 4.26110 3.78690
C 2.85650 -0.37050 3.69820
C 2.35360 -4.83030 -1.39270
C 2.05010 -3.15600 -3.08250
C 2.65950 -4.31980 -2.64220
C -4.11840 -4.82220 -0.51220
C -0.68490 4.99940 3.25390
C -4.31740 4.09280 0.47490
C 0.10090 2.49640 2.07740
C -4.00800 -3.91620 0.53170
C 4.20770 -0.49300 3.96470
C -4.81480 2.38020 2.28550
C -1.84640 -1.52850 6.21630
C -5.37580 3.51490 1.43670
C -1.76470 5.10110 -2.95500
C -1.82030 -3.28460 -0.24970
C -2.45010 -1.11110 5.03980
C -3.93620 1.79510 -0.00360
C 0.09620 4.85090 -0.76880
C -0.27330 5.28770 -3.20500
C 1.43150 -4.19220 -0.58420
H -5.75640 4.31450 2.07520
H -3.19550 -5.63130 -2.25860
H 0.33950 5.91120 -0.59440
H -2.34250 5.76920 -3.59710
H -0.15500 1.76270 2.86570
H -3.81800 4.95820 0.91260
H -0.00780 6.34320 -3.09450
H -0.37960 5.68840 2.46360
H 0.63540 -1.59890 -2.58560
H -2.01730 3.32770 3.49800
H -4.81220 -3.81490 1.24520
H -2.04780 4.07110 -3.17710
H 1.19070 -4.62090 0.37600
H -4.85360 4.44890 -0.42280
H 2.28440 -2.75720 -4.05740
H -0.00720 -2.06360 7.17030
H 0.49830 1.94160 1.22230
H -0.58770 -3.44340 3.26970
H 2.26240 0.38660 4.19490
H -0.01690 4.97780 -4.22150
H 1.44720 1.88340 -0.97120
H 3.15870 2.18270 -1.40570
H -1.15460 -4.27320 -2.04230
H 1.50720 4.13300 1.88220
H -5.59810 1.99500 2.94190
H -1.90140 6.46900 -1.30260
H -4.02190 2.77210 2.92050
H -6.21760 3.13000 0.85640
H -2.77070 -2.42130 1.45420
H 4.93820 -3.05500 1.88150
H 1.35710 -1.71790 5.15900
H 3.67780 -0.76460 -2.13700
H -3.51900 -0.95270 4.99670
H -3.16060 5.21930 -1.33030
H 1.26520 4.96780 4.18730
H 2.00730 2.87180 3.02110
H 4.68450 0.17450 4.66930
H 0.24110 3.40480 -2.32100
H 2.81960 -5.74060 -1.04840
H -1.16450 5.57660 4.04800
H -3.22680 1.13270 -0.50570
H -2.44410 -1.67730 7.10500
H 0.23230 3.58950 4.59500
H 0.93230 -3.96260 2.52710
H -0.61810 -4.31350 1.72670
H 6.01180 -1.55380 3.51020
H 2.53690 -2.81270 1.38410
H -2.11820 -0.53260 2.99210
H 4.15030 -1.70770 -0.70890
H -2.53390 4.51230 2.26690
H -5.00470 -5.43440 -0.60370
H 3.37610 -4.82320 -3.27170
H -3.34850 0.86540 1.83280
H -4.98640 0.44240 1.30730
H -4.84390 1.85630 -0.61490
H 2.19210 0.92870 -2.25650
H 0.63860 4.23220 -0.04910
H 5.03170 -0.21880 -1.10030
H 1.57580 4.58470 -2.32740
*
```

Record 6
# C34H53CaCl4N3O9P2S2SeSi

C34H53CaCl4N3O9P2S2SeSi as an isolated structure (wB97M-V/def2-TZVPD, OMol25).

Properties
Energy relative to the best compared isomer or geometry (same formula, charge and spin)   0.00 kJ/mol
HOMO   -1.63 eV
M   1062.8 u
HOMO-LUMO gap   5.154 eV

Structure (ORCA input):
```
! wB97M-V def2-TZVPD RIJCOSX def2/J DEFGRID3
* xyz -2 1
Se 2.37601 1.89835 5.23664
Ca 0.79887 -0.81516 0.94195
Cl 5.31865 -3.20867 -0.41829
Cl 3.56729 -7.09244 2.95382
Cl 0.95172 -5.40118 3.47781
Cl 5.76883 -5.96900 1.01287
S -0.02106 3.55747 0.23700
S 4.22075 2.75404 -0.30806
P -2.42207 0.10345 1.91279
P -2.24272 -1.74181 -0.53609
Si -0.18455 1.73169 -3.94318
O -0.98353 0.20868 2.21553
O -3.27796 -2.77106 0.10268
O -3.15497 1.44044 2.31444
O -1.51970 3.44842 0.24400
O -2.62724 -1.67029 -2.07606
O 2.75819 -1.90156 0.31340
O -3.14866 -1.07996 2.66448
O 0.91455 -2.83795 2.05706
O -0.84065 -2.12367 -0.34732
N 6.47135 1.29276 -0.68216
N 4.62199 0.14192 -0.12775
N 2.13766 0.40174 2.68187
C 9.63014 3.11293 -1.10211
C 2.97727 -3.02885 0.90561
C 7.35013 2.30440 -1.07628
C -2.93098 -4.18746 0.02605
C 7.92507 4.30670 -2.27711
C 4.31759 -5.05933 1.32413
C -2.72679 -0.28916 4.97136
C 9.25465 4.18829 -1.89364
C -1.59192 2.99024 -3.97859
C 5.11669 1.34676 -0.38097
C -4.03214 0.00936 -3.06809
C 0.24559 0.59069 -1.18960
C -4.69856 2.47775 0.72119
C -4.31618 -2.44937 -3.55414
C -5.53800 0.83517 2.46252
C -1.52961 -2.30540 4.04518
C -2.78266 -0.18544 0.17710
C -0.49679 0.45368 -5.29595
C 2.23392 0.96684 3.69307
C 4.11504 -3.81118 0.70210
C -2.80064 -1.48248 4.03539
C -4.24406 -4.93351 -0.08345
C -2.11653 -4.58185 1.23968
C 1.96982 -3.54056 1.83373
C 1.39787 2.64252 -4.38897
C 0.51210 3.30368 1.92689
C -4.50847 1.89744 2.11278
C -0.04425 0.96559 -2.32751
C 0.30879 5.33074 0.20993
C 6.97514 3.37719 -1.88543
C 2.19548 -4.79079 2.41530
C 3.35532 -5.54979 2.17558
C -3.97186 -1.40096 -2.51509
C 8.68730 2.18433 -0.69330
H -1.80453 3.34101 -4.99299
H -4.23146 -3.45022 -3.13031
H 2.23554 1.94304 -4.42504
H -1.22933 -3.95586 1.35238
H -3.63715 0.31128 4.93813
H -3.32836 0.11282 -3.89388
H -1.87229 0.34461 4.72997
H 5.14693 -0.71017 -0.26233
H -4.65098 -1.50620 -1.66192
H -2.50621 2.56720 -3.55704
H -4.58991 2.71100 2.83610
H -3.62703 -2.37200 -4.39645
H -6.53572 1.26931 2.37210
H -5.40494 0.46938 3.48020
H -3.80568 3.02307 0.41881
H 10.66051 2.99798 -0.78806
H -2.72892 -4.50394 2.14142
H -2.33751 -4.34226 -0.88019
H -2.59194 -0.65830 5.98926
H 1.32499 3.15148 -5.35501
H 0.35589 -0.22698 -5.35192
H 0.40546 2.24963 2.17217
H -4.90892 1.70260 -0.01897
H 8.98173 1.35585 -0.05859
H -2.25100 0.61116 -0.36558
H -3.76335 0.74798 -2.31299
H -5.55318 3.15878 0.73406
H -4.05784 -6.00655 -0.14882
H -1.37654 -0.15389 -5.07318
H 1.62856 3.38173 -3.61869
H -0.66132 -1.71054 3.77006
H 1.38392 5.48928 0.29646
H -0.63313 0.91890 -6.27667
H 9.98601 4.92234 -2.20766
H -5.47865 -0.02109 1.78910
H -1.36671 -2.69479 5.05256
H -3.85717 -0.09269 0.01109
H -0.22722 5.81138 1.02931
H -0.11407 3.91098 2.58146
H -1.32617 3.85441 -3.36473
H -0.04667 5.70855 -0.74761
H -5.33533 -2.30477 -3.91759
H -1.58357 -3.14606 3.35616
H 7.61568 5.13641 -2.90134
H -1.78351 -5.61699 1.13960
H -4.80435 -4.61999 -0.96594
H 6.92703 0.44542 -0.38114
H 3.67267 -0.03353 0.16738
H -5.03854 0.22827 -3.43182
H -3.65482 -2.10729 4.30465
H 1.56588 3.56956 2.01464
H 5.94468 3.47466 -2.18728
H -4.85267 -4.74033 0.80193
*
```